Below is C61H56O5P2S3Tl as an isolated structure, with properties calculated with wB97M-V/def2-TZVPD.

```
128
Properties=species:S:1:pos:R:3:mulliken_spin:R:1
Tl 9.6237 12.0264 13.9702 0.00
C 16.6546 14.2587 12.2200 -0.01
C 16.3352 13.1556 11.1915 0.03
P 14.5061 13.0595 11.0162 0.17
C 14.1560 11.6484 9.8946 0.12
C 14.6623 10.3851 10.2789 0.02
C 14.5016 9.2870 9.4903 -0.01
C 13.8605 9.3194 8.2828 0.04
C 13.2818 10.4853 7.9375 -0.01
C 13.4257 11.6206 8.7148 0.02
C 14.2606 14.4762 9.8921 0.04
C 14.7058 14.6095 8.5723 0.02
C 14.5425 15.8314 7.9140 0.00
C 14.0600 16.9122 8.6542 0.00
C 13.6821 16.8136 9.9650 0.00
C 13.6962 15.5969 10.5703 0.02
P 16.0353 13.7515 13.8663 0.25
C 17.1244 14.9063 14.8557 0.08
C 17.3930 16.1871 14.1712 0.03
C 18.5279 16.9043 14.4180 -0.02
C 19.4239 16.4482 15.3573 0.07
C 19.1512 15.3167 16.1581 -0.01
C 17.9810 14.5692 15.8764 0.04
C 16.9064 12.1660 14.1570 0.04
C 18.2526 11.9699 13.7940 0.01
C 18.7251 10.6565 13.7689 0.01
C 17.8910 9.5724 14.2432 0.00
C 16.6312 9.8235 14.6659 0.01
C 16.1493 11.1330 14.6199 -0.01
H 15.9855 15.1158 12.0327 0.01
H 17.7368 14.5421 12.2134 0.00
H 16.5206 12.1302 11.5374 0.00
H 16.8876 13.4569 10.2804 0.01
H 15.2884 10.3921 11.1623 0.01
H 14.9778 8.2870 9.8249 0.00
H 13.9302 8.4825 7.6378 0.00
H 12.7202 10.6737 6.9888 0.00
H 12.9553 12.5510 8.3692 0.00
H 15.2360 13.8053 8.0451 0.00
H 14.6514 15.9590 6.8384 0.00
H 13.8049 17.8319 8.1998 0.00
H 13.3252 17.6593 10.5632 0.00
H 13.2961 15.4992 11.5507 0.02
H 16.7677 16.5436 13.2875 0.00
H 18.8317 17.6648 13.7025 0.00
H 20.5094 16.8324 15.3691 0.00
H 19.8210 14.8766 16.8746 0.00
H 17.9405 13.6513 16.4725 0.00
H 18.8771 12.8289 13.4168 0.00
H 19.7453 10.4481 13.5827 0.00
H 18.2176 8.5882 14.3566 0.00
H 16.1133 8.9344 15.1085 0.00
H 15.1262 11.2795 14.9561 0.00
C 9.5171 21.7949 11.0816 0.00
C 9.6598 20.3529 11.6067 0.00
C 8.8114 19.4193 11.1470 0.00
C 9.0051 18.0365 11.3180 0.00
C 9.9918 17.6177 12.1185 0.00
C 10.8255 18.5665 12.6911 0.00
C 10.7144 19.9059 12.4069 0.00
S 10.2932 15.8566 12.4284 0.00
O 9.8109 12.3182 11.5590 0.00
C 8.7047 15.4604 13.3770 0.00
C 7.8347 14.5553 12.7703 0.00
C 6.6747 14.0876 13.3512 0.00
C 6.3902 14.4675 14.6898 0.00
C 5.2939 13.9176 15.3770 0.00
C 4.9528 14.5169 16.5589 0.00
C 5.6842 15.6327 17.0598 0.00
C 6.8147 16.0585 16.5006 0.00
C 7.1911 15.4757 15.2753 0.00
C 8.3962 15.9444 14.6567 0.00
C 9.2497 16.9605 15.4016 0.00
C 8.8911 18.3028 15.3840 0.00
C 7.9060 18.8099 14.5387 0.00
C 7.5598 20.1167 14.5196 0.00
C 8.1833 21.0267 15.4185 0.00
C 9.1237 20.5466 16.3087 0.00
C 9.5845 19.2202 16.2278 0.00
C 10.7519 18.7341 16.9082 0.00
C 11.1240 17.4529 16.7826 0.00
C 10.2416 16.4851 16.1856 0.00
S 10.6155 14.7875 16.1415 0.00
O 11.9625 14.6314 15.6374 0.00
C 10.8138 14.3474 17.8945 0.00
C 9.8981 14.7366 18.8607 0.00
C 10.1446 14.4104 20.2265 0.00
C 11.3326 13.8286 20.6222 0.00
C 11.7116 13.4846 22.0101 0.00
C 12.1889 13.3321 19.6423 0.00
C 11.8910 13.5879 18.3118 0.00
H 9.4290 21.7563 9.9958 0.00
H 10.3738 22.4274 11.3087 0.00
H 8.6741 22.3142 11.5426 0.00
H 7.9731 19.7898 10.4862 0.00
H 8.3966 17.3628 10.7963 0.00
H 11.6693 18.2430 13.3544 0.00
H 11.3283 20.6639 12.8590 0.00
H 8.1580 14.1750 11.8211 0.00
H 5.9765 13.3730 12.7442 0.00
H 4.6780 13.1375 14.9904 0.00
H 3.9769 14.2386 16.9680 0.00
H 5.2488 16.1738 17.8739 0.00
H 7.3924 16.8948 16.9455 0.00
H 7.3014 18.0954 13.9500 0.00
H 6.7063 20.4177 13.9558 0.00
H 7.7377 21.9837 15.5648 0.00
H 9.5223 21.1498 17.0888 0.00
H 11.5520 19.3746 17.3638 0.00
H 12.1294 17.0754 16.9858 0.00
H 8.9156 15.1764 18.6640 0.00
H 9.4138 14.7650 20.9382 0.00
H 10.9422 13.7734 22.7090 0.00
H 12.5793 13.9813 22.4079 0.00
H 11.8900 12.3748 22.1118 0.00
H 13.0893 12.7822 19.9031 0.00
H 12.5866 13.2148 17.5678 0.00
O 12.2395 10.0705 12.4526 0.00
H 12.2537 9.0923 12.5091 0.00
H 12.9548 10.3184 13.0435 0.00
O 11.2384 12.4278 11.3718 0.00
H 11.6674 13.0355 12.1034 0.00
H 11.6376 11.5269 11.5035 0.00
S 7.5900 12.4442 17.3131 0.00
C 8.8632 11.6143 17.4654 0.00
O 12.5105 13.4361 13.3689 0.03
H 12.3765 13.8131 14.2880 -0.01
H 13.4517 13.2166 13.4457 -0.01
```

The charge is +2. The value obtained for the maximum force is 0.0765 hartree/bohr. As for the calculated total energy: -130158.0613 eV. The value obtained for the energy above the lowest of the compared OMol25 structures with the same formula, charge and spin is 157.2 kcal per mole. The value obtained for the HOMO energy (alpha / beta) is -0.44364 / -0.44362 Eh. Its spin multiplicity is 2.